Version 1
ORCA calculation (ωB97M-V with the def2-TZVPD basis set) on 2 unconnected molecules or ions with the total composition C5H14.

Results
2S+1: 1
SMILES: CCC.CC
lowest unoccupied orbital energy: 1.135 eV
charge: 0

Geometry (Å):
C: -0.394 -0.476 -1.536
C: -0.821 1.004 -1.548
C: -2.196 1.186 -0.837
H: -0.504 -0.844 -2.577
H: 0.642 -0.687 -1.248
H: -1.092 -1.134 -1.021
H: -0.078 1.694 -1.080
H: -0.903 1.489 -2.509
H: -2.798 0.279 -0.973
H: -1.927 1.343 0.220
H: -2.750 2.100 -1.106
C: 1.330 -1.099 2.484
C: 1.997 -0.520 1.274
H: 1.984 -1.534 3.252
H: 0.697 -0.288 2.959
H: 0.666 -1.970 2.268
H: 2.695 -1.269 0.892
H: 2.515 0.435 1.523
H: 1.328 -0.099 0.430


Version 2
ORCA calculation (ωB97M-V with the def2-TZVPD basis set) on 2 unconnected molecules or ions with the total composition C5H14.

Results
2S+1: 1
SMILES: CCC.CC
lowest unoccupied orbital energy: 1.112 eV
charge: 0

Geometry (Å):
C: 1.057 -1.866 -1.907
C: 0.822 -0.436 -1.333
C: -0.320 0.259 -2.063
H: 1.981 -1.829 -2.504
H: 0.378 -2.230 -2.677
H: 1.257 -2.647 -1.177
H: 0.942 -0.349 -0.259
H: 1.753 0.077 -1.619
H: -0.638 -0.248 -2.972
H: -1.177 0.499 -1.431
H: -0.020 1.222 -2.497
C: -0.463 0.574 1.984
C: -0.975 1.457 3.110
H: 0.520 0.130 2.144
H: -1.032 -0.374 1.972
H: -0.619 0.894 0.955
H: -2.067 1.516 3.093
H: -0.621 2.481 3.171
H: -0.779 0.869 4.009


Name the most stable of them. version 1.


Version 1
ORCA calculation (ωB97M-V with the def2-TZVPD basis set) on 2 unconnected molecules or ions with the total composition C5H14.

Results
2S+1: 1
SMILES: CCC.CC
lowest unoccupied orbital energy: 1.107 eV
charge: 0

Geometry (Å):
C: -1.535 1.023 -1.038
C: -1.098 0.951 0.458
C: -0.429 2.245 0.973
H: -2.429 0.511 -1.260
H: -0.772 0.516 -1.664
H: -1.583 2.080 -1.412
H: -2.066 0.636 0.976
H: -0.467 0.021 0.598
H: -1.145 3.061 1.154
H: 0.194 2.192 1.858
H: 0.245 2.643 0.264
C: 1.581 -2.254 0.533
C: 1.189 -1.729 -0.759
H: 2.203 -1.521 1.148
H: 0.708 -2.624 1.023
H: 2.411 -2.930 0.477
H: 1.467 -0.694 -0.875
H: 0.005 -1.890 -0.672
H: 1.521 -2.237 -1.783


Version 2
ORCA calculation (ωB97M-V with the def2-TZVPD basis set) on 2 unconnected molecules or ions with the total composition C5H14.

Results
2S+1: 1
SMILES: CCC.CC
lowest unoccupied orbital energy: 1.181 eV
charge: 0

Geometry (Å):
C: 2.834 0.510 -1.540
C: 2.121 0.316 -0.196
C: 0.603 0.511 -0.346
H: 2.302 -0.052 -2.321
H: 3.779 -0.017 -1.696
H: 2.796 1.561 -1.808
H: 2.337 -0.721 0.071
H: 2.593 0.938 0.562
H: 0.260 0.800 -1.333
H: 0.149 -0.454 -0.179
H: 0.248 1.225 0.396
C: -2.380 -0.379 1.770
C: -2.671 -0.725 0.320
H: -2.684 -1.176 2.451
H: -1.303 -0.334 1.951
H: -2.723 0.577 2.152
H: -1.762 -1.019 -0.194
H: -3.144 0.011 -0.333
H: -3.356 -1.572 0.274


Version 3
ORCA calculation (ωB97M-V with the def2-TZVPD basis set) on 2 unconnected molecules or ions with the total composition C5H14.

Results
2S+1: 1
SMILES: CCC.CC
lowest unoccupied orbital energy: 1.083 eV
charge: 0

Geometry (Å):
C: 1.438 -1.251 -1.890
C: 1.340 -0.494 -0.563
C: 2.216 0.786 -0.531
H: 2.329 -0.885 -2.454
H: 1.324 -2.342 -1.855
H: 0.653 -1.056 -2.622
H: 1.656 -1.133 0.252
H: 0.280 -0.203 -0.504
H: 2.057 1.512 -1.322
H: 3.310 0.602 -0.409
H: 1.931 1.279 0.386
C: -2.153 1.031 1.054
C: -2.525 -0.180 1.860
H: -2.939 1.285 0.315
H: -1.787 1.911 1.587
H: -1.238 0.854 0.436
H: -1.885 -0.325 2.779
H: -3.577 -0.241 2.113
H: -2.430 -1.150 1.367


Name the most stable of them. version 2.


Version 1
ORCA calculation (ωB97M-V with the def2-TZVPD basis set) on 2 unconnected molecules or ions with the total composition C5H14.

Results
2S+1: 1
SMILES: CCC.CC
lowest unoccupied orbital energy: 1.123 eV
charge: 0

Geometry (Å):
C: 0.278 -0.753 -1.205
C: -0.741 -1.569 -0.382
C: -2.072 -1.931 -1.097
H: 0.402 -1.409 -2.151
H: 1.283 -0.656 -0.745
H: 0.013 0.350 -1.340
H: -0.241 -2.460 -0.041
H: -0.934 -0.963 0.571
H: -2.770 -2.530 -0.522
H: -2.664 -0.973 -1.259
H: -1.741 -2.502 -1.947
C: 0.485 1.690 1.610
C: 1.909 2.140 0.909
H: -0.254 2.500 1.564
H: 0.102 0.861 1.050
H: 0.615 1.425 2.630
H: 2.579 1.311 1.001
H: 1.976 3.113 1.430
H: 1.776 2.356 -0.077


Version 2
ORCA calculation (ωB97M-V with the def2-TZVPD basis set) on 2 unconnected molecules or ions with the total composition C5H14.

Results
2S+1: 1
SMILES: CCC.CC
lowest unoccupied orbital energy: 1.092 eV
charge: 0

Geometry (Å):
C: -1.262 -0.223 -2.024
C: -1.048 0.872 -0.965
C: -2.209 1.060 0.012
H: -0.886 -1.219 -1.805
H: -2.352 -0.335 -2.122
H: -1.040 0.104 -3.041
H: -0.079 0.625 -0.518
H: -0.891 1.863 -1.403
H: -3.023 1.412 -0.625
H: -2.531 0.138 0.507
H: -2.043 1.740 0.844
C: 2.218 -0.746 2.150
C: 2.136 -0.829 0.639
H: 3.209 -0.381 2.491
H: 1.644 0.090 2.557
H: 2.066 -1.718 2.608
H: 2.921 -1.400 0.169
H: 2.080 0.100 0.065
H: 1.090 -1.154 0.463


Name the most stable of them. version 2.


Version 1
ORCA calculation (ωB97M-V with the def2-TZVPD basis set) on 2 unconnected molecules or ions with the total composition C5H14.

Results
2S+1: 1
SMILES: CCC.CC
lowest unoccupied orbital energy: 1.094 eV
charge: 0

Geometry (Å):
C: -2.045 -0.687 -0.099
C: -1.130 0.004 -1.083
C: -1.641 1.419 -1.494
H: -1.513 -1.389 0.547
H: -2.869 -1.252 -0.537
H: -2.559 0.009 0.571
H: -0.149 0.291 -0.587
H: -0.749 -0.557 -1.934
H: -2.612 1.747 -1.120
H: -0.886 2.092 -1.062
H: -1.745 1.545 -2.569
C: 2.582 -0.754 0.568
C: 1.899 -0.016 1.727
H: 3.130 -0.052 -0.006
H: 3.177 -1.564 0.955
H: 1.944 -1.259 -0.180
H: 1.209 -0.575 2.363
H: 1.380 0.883 1.362
H: 2.576 0.114 2.578


Version 2
ORCA calculation (ωB97M-V with the def2-TZVPD basis set) on 2 unconnected molecules or ions with the total composition C5H14.

Results
2S+1: 1
SMILES: CCC.CC
lowest unoccupied orbital energy: 1.083 eV
charge: 0

Geometry (Å):
C: 0.911 2.588 1.086
C: 0.630 1.341 0.296
C: 2.027 0.861 -0.184
H: 0.926 3.424 0.430
H: 1.723 2.497 1.777
H: 0.005 2.837 1.742
H: 0.147 0.658 0.837
H: -0.117 1.586 -0.515
H: 2.467 1.567 -0.978
H: 2.689 0.992 0.565
H: 1.988 -0.261 -0.427
C: -1.385 -1.738 -0.136
C: -2.021 -2.798 -1.018
H: -1.607 -0.684 -0.417
H: -1.623 -1.901 0.871
H: -0.271 -1.824 -0.010
H: -1.884 -3.786 -0.624
H: -1.536 -2.775 -2.037
H: -3.072 -2.582 -1.260


Version 3
ORCA calculation (ωB97M-V with the def2-TZVPD basis set) on 2 unconnected molecules or ions with the total composition C5H14.

Results
2S+1: 1
SMILES: CCC.CC
lowest unoccupied orbital energy: 1.148 eV
charge: 0

Geometry (Å):
C: 0.176 1.401 -1.256
C: -0.836 0.534 -0.474
C: -2.214 1.248 -0.434
H: 0.965 1.863 -0.658
H: 0.782 0.755 -1.901
H: -0.313 2.157 -1.860
H: -0.928 -0.449 -0.922
H: -0.502 0.492 0.555
H: -2.284 1.973 -1.245
H: -3.095 0.612 -0.437
H: -2.230 1.889 0.452
C: 1.364 -1.905 0.313
C: 1.229 -1.256 1.721
H: 0.732 -2.782 0.400
H: 1.078 -1.274 -0.524
H: 2.435 -2.035 0.161
H: 1.229 -2.058 2.451
H: 0.366 -0.602 1.741
H: 2.045 -0.563 1.918


Name the most stable of them. version 3.


Version 1
ORCA calculation (ωB97M-V with the def2-TZVPD basis set) on 2 unconnected molecules or ions with the total composition C5H14.

Results
2S+1: 1
SMILES: CCC.CC
lowest unoccupied orbital energy: 1.178 eV
charge: 0

Geometry (Å):
C: -1.104 0.077 -0.983
C: -0.069 -1.005 -1.306
C: -0.535 -2.462 -1.024
H: -0.704 1.038 -1.292
H: -1.455 -0.046 0.035
H: -1.896 -0.017 -1.734
H: 0.244 -0.928 -2.347
H: 0.813 -0.866 -0.679
H: 0.167 -2.930 -0.344
H: -1.535 -2.505 -0.588
H: -0.574 -3.035 -1.949
C: 0.495 2.174 1.189
C: 1.170 0.987 1.882
H: 0.780 3.099 1.688
H: 0.734 2.267 0.132
H: -0.588 2.033 1.166
H: 2.241 1.185 1.953
H: 1.041 0.071 1.312
H: 0.775 0.863 2.889


Version 2
ORCA calculation (ωB97M-V with the def2-TZVPD basis set) on 2 unconnected molecules or ions with the total composition C5H14.

Results
2S+1: 1
SMILES: CCC.CC
lowest unoccupied orbital energy: 1.163 eV
charge: 0

Geometry (Å):
C: 0.862 -1.553 -0.142
C: 1.640 -0.268 0.075
C: 1.637 0.348 1.560
H: -0.062 -1.346 -0.776
H: 0.549 -1.920 0.923
H: 1.407 -2.413 -0.503
H: 2.640 -0.521 -0.207
H: 1.423 0.446 -0.684
H: 1.093 -0.304 2.091
H: 2.679 0.639 1.790
H: 0.937 1.191 1.640
C: -2.104 1.089 -0.074
C: -1.875 0.370 -1.419
H: -1.354 0.887 0.732
H: -2.011 2.298 -0.287
H: -3.043 1.073 0.463
H: -2.614 0.318 -2.156
H: -0.830 0.573 -1.685
H: -1.771 -0.836 -1.347


Name the most stable of them. version 1.


Version 1
ORCA calculation (ωB97M-V with the def2-TZVPD basis set) on 2 unconnected molecules or ions with the total composition C2H2OS.

Results
2S+1: 1
lowest unoccupied orbital energy: -2.572 eV
charge: 0

Geometry (Å):
C: -0.022 -0.043 0.535
C: 1.191 0.476 0.015
H: 0.165 -0.920 1.316
H: 1.211 1.958 0.203
O: 2.317 -0.367 -0.269
S: -1.683 -0.044 -0.167


Version 2
ORCA calculation (ωB97M-V with the def2-TZVPD basis set) on a single C2H2OS molecule.

Results
2S+1: 1
SMILES: O=CC=S
lowest unoccupied orbital energy: -1.286 eV
charge: 0

Geometry (Å):
O: 1.690 1.173 0.089
C: 0.601 1.047 0.544
C: -0.436 1.045 -0.506
S: -1.628 1.952 0.094
H: 0.311 1.078 1.618
H: -0.175 0.901 -1.471


Version 3
ORCA calculation (ωB97M-V with the def2-TZVPD basis set) on 2 unconnected molecules or ions with the total composition C2H2OS.

Results
2S+1: 1
lowest unoccupied orbital energy: -0.773 eV
charge: 0

Geometry (Å):
C: 1.964 -0.346 -1.216
C: -0.976 0.063 0.778
O: 2.129 0.754 -1.447
S: -0.808 -1.119 -0.380
H: -0.570 -0.175 1.751
H: -1.740 0.823 0.514


Name the most stable of them. version 3.


Version 1
ORCA calculation (ωB97M-V with the def2-TZVPD basis set) on a gas-phase ion, C6H12NS (charge +1).

Results
2S+1: 1
SMILES: [NH3+]C1(C2(S)CC2)CC1
lowest unoccupied orbital energy: -3.158 eV
charge: +1

Geometry (Å):
N: -0.254 1.580 0.891
C: -0.427 0.433 0.013
C: 0.948 -0.294 -0.032
S: 2.311 0.891 -0.404
C: 1.241 -1.499 1.039
C: 0.955 -1.791 -0.428
C: -1.406 0.746 -1.117
C: -1.766 -0.238 -0.063
H: -0.338 1.367 1.852
H: -0.784 2.417 0.608
H: 0.781 1.719 0.775
H: 1.729 0.986 -1.670
H: 0.434 -1.543 1.890
H: 2.195 -1.564 1.512
H: 1.767 -1.878 -1.147
H: 0.013 -2.330 -0.765
H: -1.253 0.508 -2.183
H: -1.811 1.784 -1.136
H: -2.389 -0.054 0.745
H: -1.945 -1.238 -0.379


Version 2
ORCA calculation (ωB97M-V with the def2-TZVPD basis set) on a gas-phase ion, C6H12NS (charge +1).

Results
2S+1: 1
lowest unoccupied orbital energy (spin up / spin down): -5.581 / -5.582 eV
charge: +1

Geometry (Å):
C: -0.061 1.445 -0.315
C: -1.396 1.619 -0.501
C: -1.990 -0.841 0.508
C: -2.680 -2.058 0.772
C: 2.959 0.636 -0.843
C: 1.951 0.277 0.316
N: 0.599 0.316 -0.061
S: -2.598 0.328 -0.529
H: 0.484 2.366 -0.435
H: -1.864 2.457 -1.055
H: -1.076 -0.693 1.004
H: -3.504 -2.230 0.139
H: -3.022 -2.188 1.828
H: -2.000 -2.941 0.830
H: 3.758 -0.122 -0.514
H: 2.711 0.282 -1.829
H: 3.359 1.564 -0.854
H: 2.112 1.028 1.078
H: 2.204 -0.713 0.776
H: 0.054 -0.534 -0.313


Version 3
ORCA calculation (ωB97M-V with the def2-TZVPD basis set) on a molecular structure, C6H12NS.

Results
2S+1: 1
lowest unoccupied orbital energy: -4.626 eV
charge: +1

Geometry (Å):
C: -0.532 1.156 1.540
C: -1.770 1.582 1.259
C: -0.441 0.058 -0.618
C: -1.016 -1.202 -0.190
C: -0.088 0.293 -2.013
C: 1.477 -0.145 0.913
N: 0.309 0.695 0.440
S: -2.378 1.375 -0.327
H: -0.152 1.263 2.481
H: -2.490 1.852 1.956
H: -1.186 -1.114 0.945
H: -0.416 -2.112 -0.577
H: -1.999 -1.436 -0.551
H: 0.667 -0.339 -2.397
H: 0.255 1.218 -2.259
H: -0.852 -0.090 -2.758
H: 1.112 -1.194 0.746
H: 2.212 -0.051 0.093
H: 1.723 0.089 2.003
H: 0.893 1.574 0.137


Version 4
ORCA calculation (ωB97M-V with the def2-TZVPD basis set) on a gas-phase ion, C6H12NS (charge +1).

Results
2S+1: 1
SMILES: C=C(/C=C/C)[NH2+]CS
lowest unoccupied orbital energy: -3.443 eV
charge: +1

Geometry (Å):
C: -0.310 1.785 1.088
C: -0.228 1.091 -0.037
C: 1.089 0.175 -0.289
C: 1.458 -1.005 0.249
C: 2.885 -1.400 0.067
N: -1.278 0.839 -0.952
C: -2.463 0.100 -0.382
S: -2.374 -1.540 0.291
H: -1.071 2.466 1.381
H: 0.625 1.822 1.527
H: 1.717 0.800 -0.895
H: 0.959 -1.672 0.934
H: 3.563 -0.584 0.472
H: 3.029 -2.291 0.699
H: 3.135 -1.577 -1.000
H: -1.638 1.751 -1.236
H: -1.050 0.270 -1.772
H: -3.015 0.625 0.308
H: -3.009 -0.071 -1.279
H: -1.534 -1.495 1.273


Name the most stable of them. version 2.


Version 1
ORCA calculation (ωB97M-V with the def2-TZVPD basis set) on 2 unconnected molecules or ions with the total composition C5H15NOS.

Results
2S+1: 1
SMILES: CCN[C@@H](C)CS.O
lowest unoccupied orbital energy: 0.607 eV
charge: 0

Geometry (Å):
C: 1.931 -0.183 0.682
C: 2.077 0.262 -0.765
N: 0.751 0.037 -1.463
C: -0.378 0.595 -0.741
C: -0.533 2.138 -0.810
C: -1.673 -0.177 -1.235
S: -2.881 -0.652 0.047
H: 2.838 0.129 1.185
H: 1.136 0.217 1.346
H: 1.939 -1.263 0.750
H: 2.898 -0.178 -1.272
H: 2.425 1.299 -0.815
H: 0.802 0.155 -2.452
H: -0.242 0.357 0.322
H: 0.495 2.487 -0.828
H: -1.048 2.505 -1.748
H: -1.096 2.354 0.040
H: -2.141 0.160 -2.123
H: -1.122 -1.157 -1.450
H: -3.070 0.128 1.093
O: -1.075 -3.337 3.711
H: -0.524 -3.354 2.915
H: -1.512 -2.521 3.613


Version 2
ORCA calculation (ωB97M-V with the def2-TZVPD basis set) on 2 unconnected molecules or ions with the total composition C5H15NOS.

Results
2S+1: 1
SMILES: CSCC[C@@H](C)N.O
lowest unoccupied orbital energy: 0.779 eV
charge: 0

Geometry (Å):
C: 1.071 1.528 -1.638
S: 2.096 1.569 -0.067
C: 0.708 1.758 1.109
C: 0.043 0.426 1.433
C: -0.147 -0.760 0.484
C: -0.559 -1.852 1.540
N: -1.188 -0.762 -0.485
H: 1.720 2.345 -2.228
H: 1.048 0.756 -2.303
H: 0.083 1.858 -1.336
H: -0.093 2.533 1.045
H: 1.150 2.024 2.143
H: 0.594 -0.077 2.289
H: -1.035 0.613 1.832
H: 0.779 -0.968 -0.014
H: -0.233 -1.803 2.554
H: -1.590 -2.020 1.463
H: -0.147 -2.860 1.425
H: -1.742 0.063 -0.439
H: -1.850 -1.519 -0.356
O: 0.147 -0.718 -2.801
H: -0.564 -1.141 -2.124
H: -0.289 -0.992 -3.526


Name the most stable of them. version 1.